No. 1
ORCA calculation (ωB97M-V/def2-TZVPD) on a cluster of 2 separate species, C3H10O2S in total in a non-equilibrium geometry.

XYZ file:
```
16
C3H10O2S ωB97M-V/def2-TZVPD
O 0.64855 2.19866 -0.58496
C -0.33319 1.16509 -0.84991
C 0.08758 -0.19032 -0.37794
C -0.47552 -1.30013 -1.24752
S -0.82599 -2.99218 -0.48479
H 0.57246 2.54353 0.32965
H -1.25421 1.50060 -0.34895
H -0.36697 1.11556 -1.95060
H 1.24074 -0.28536 -0.22769
H -0.34884 -0.50811 0.59321
H 0.08962 -1.46913 -2.14573
H -1.62000 -0.95852 -1.51902
H -0.84376 -2.54006 0.76463
O 1.40646 3.26113 3.15207
H 2.27410 3.03992 3.48264
H 1.21893 4.19959 3.31181
```

Its SMILES is OCCCS.O. As for the LUMO energy: 0.0238 Eh. The energy above the lowest of the compared OMol25 structures with the same formula, charge and spin comes out at 19.1 kcal/mol.



No. 2
ORCA calculation (ωB97M-V/def2-TZVPD) on a cluster of 2 separate species, C3H10O2S2 in total in a non-equilibrium geometry.

XYZ file:
```
17
C3H10O2S2 ωB97M-V/def2-TZVPD
C -1.89337 0.12927 0.28628
C -1.96438 1.29847 -0.73879
O -1.38263 0.87596 -2.00630
C -0.48680 0.43822 0.82948
S 0.11871 -1.03087 1.89149
S 1.81438 -1.48539 0.72455
H -1.99733 -0.89878 -0.23108
H -2.64309 0.10965 1.05546
H -2.97094 1.60642 -0.88932
H -1.52036 2.12058 -0.15106
H -0.59807 1.50659 -2.18739
H -0.46380 1.36882 1.44742
H 0.13644 0.38312 -0.03433
H 1.21085 -2.35503 0.05026
H 1.97366 2.43289 -3.10570
H 1.98234 1.42329 -2.05869
O 1.38615 1.79489 -2.74545
```

As for the spin multiplicity: 2. The net charge is +1. As for the LUMO energy (spin up / spin down): -0.1874 / -0.3223 Eh. The energy above the lowest of the compared OMol25 structures with the same formula, charge and spin comes out at 31.4 kcal/mol.



No. 3
ORCA calculation (ωB97M-V/def2-TZVPD) on a cluster of 3 separate species, C3H10O3 in total in a non-equilibrium geometry.

XYZ file:
```
16
C3H10O3 ωB97M-V/def2-TZVPD
C -1.00552 -1.62491 -0.44467
O -1.52571 -0.50699 -1.18551
C -0.13849 -1.28330 0.71579
C -0.03341 -1.98831 1.83425
H -0.46223 -2.29473 -1.11786
H -1.90052 -2.16435 -0.12734
H -1.49433 0.31396 -0.67213
H 0.49798 -0.41629 0.57443
H 0.71414 -1.81448 2.60698
H -0.55181 -2.92698 2.02777
H 3.15255 2.41293 0.31292
H 2.51643 1.71380 -0.93042
O 2.38491 2.39821 -0.26021
H -0.24668 2.77985 -0.05619
H 0.56733 1.54913 -0.36241
O -0.33376 1.89677 -0.42721
```

As for the spin multiplicity: 2. The net charge is -1. As for the LUMO energy (spin up / spin down): 0.1335 / 0.1310 Eh. The energy above the lowest of the compared OMol25 structures with the same formula, charge and spin comes out at 22.8 kcal/mol.



No. 4
ORCA calculation (ωB97M-V/def2-TZVPD) on a cluster of 2 separate species, C3H10O3 in total in a non-equilibrium geometry.

XYZ file:
```
16
C3H10O3 ωB97M-V/def2-TZVPD
O 1.86265 3.44257 2.19925
C 2.58634 3.01554 1.05052
C 2.57467 1.50296 0.86358
C 3.36817 0.76385 1.93104
O 2.86147 0.98000 3.25897
H 2.19229 2.89746 2.94396
H 2.10251 3.50945 0.18600
H 3.63457 3.36845 1.09647
H 1.52710 1.14524 0.85574
H 3.02048 1.26052 -0.12024
H 3.41045 -0.32028 1.71122
H 4.40811 1.14216 1.96018
H 1.99231 0.53132 3.31926
O -0.30493 1.21182 2.84915
H -1.15912 1.43953 3.28131
H 0.08407 2.07951 2.59609
```

Its SMILES is OCCCO.O. As for the LUMO energy: 0.0299 Eh. The energy above the lowest of the compared OMol25 structures with the same formula, charge and spin comes out at 1.2 kcal/mol.



No. 5
ORCA calculation (ωB97M-V/def2-TZVPD) on a cluster of 3 separate species, C3H10O3 in total in a non-equilibrium geometry.

XYZ file:
```
16
C3H10O3 ωB97M-V/def2-TZVPD
C -1.25012 0.39356 -0.24493
C -1.04329 -0.31529 0.90424
C -1.12348 -1.71480 1.05074
O -0.85597 0.49758 2.03086
H -1.62970 -0.27169 -1.04906
H -1.02232 1.47859 -0.34122
H -1.94369 -2.38335 0.58462
H -1.26482 -1.90136 2.12842
H -0.07061 -2.10788 0.65926
H -0.63226 -0.16346 2.74393
O 2.51079 0.43011 1.70933
H 3.07613 -0.20010 1.14897
H 1.52067 0.14042 1.67753
O 0.88081 2.18529 -4.33106
H 1.25874 1.52951 -4.92721
H 1.58912 2.40287 -3.74439
```

Its SMILES is C=C(C)O.O.O. As for the LUMO energy: 0.0195 Eh. The energy above the lowest of the compared OMol25 structures with the same formula, charge and spin comes out at 41.2 kcal/mol.



No. 6
ORCA calculation (ωB97M-V/def2-TZVPD) on a cluster of 3 separate species, C3H10O3 in total in a non-equilibrium geometry.

XYZ file:
```
16
C3H10O3 ωB97M-V/def2-TZVPD
C 0.84428 -0.99294 0.73852
C -0.24774 -1.67827 -0.02446
C -1.55604 -0.83023 0.02460
O -1.80442 0.26580 -0.47285
H 0.37584 -0.77626 1.77422
H 1.73463 -1.58836 0.91814
H 1.16463 -0.05100 0.32625
H -0.48852 -2.71801 0.44607
H -0.09419 -1.88187 -1.12521
H -2.40231 -1.22864 0.74148
O 0.81729 0.39781 -2.19642
H 0.40717 0.85102 -1.43714
H 1.66849 0.75896 -2.42330
O -0.30051 2.90800 0.65692
H 0.58095 2.87147 1.10794
H -0.69955 3.69251 0.94525
```

Its SMILES is CCC=O.O.O. As for the LUMO energy: 0.0232 Eh. The energy above the lowest of the compared OMol25 structures with the same formula, charge and spin comes out at 22.2 kcal/mol.



No. 7
ORCA calculation (ωB97M-V/def2-TZVPD) on a cluster of 3 separate species, C3H10O3 in total in a non-equilibrium geometry.

XYZ file:
```
16
C3H10O3 ωB97M-V/def2-TZVPD
C 0.66685 -2.72526 -0.21916
C 0.01143 -1.49992 0.42486
C -0.83235 -0.72768 -0.28409
O -1.27119 0.59056 0.12149
H 1.59866 -2.54418 -0.81715
H -0.13128 -3.14902 -0.95706
H 0.99529 -3.51026 0.54196
H 0.23083 -1.14195 1.41149
H -0.95131 -0.85168 -1.40413
H -0.85961 1.01128 1.02577
H 0.46974 3.11419 -2.58483
H 1.50645 3.54995 -3.64761
O 0.60890 3.38476 -3.48903
H -0.77063 0.68776 3.31560
H -0.36650 2.24830 3.57001
O -0.90528 1.56314 2.99190
```

As for the spin multiplicity: 2. The net charge is +1. As for the LUMO energy (spin up / spin down): -0.1695 / -0.3144 Eh. The energy above the lowest of the compared OMol25 structures with the same formula, charge and spin comes out at 35.1 kcal/mol.



No. 8
ORCA calculation (ωB97M-V/def2-TZVPD) on a cluster of 3 separate species, C3H10O3S in total.

XYZ file:
```
17
C3H10O3S ωB97M-V/def2-TZVPD
O 1.66851 0.01238 2.13521
C 0.80207 -0.74030 1.75516
C -0.19498 -0.36569 0.70017
C 0.48877 0.02871 -0.60631
S -0.75547 0.51204 -1.84825
H 0.73799 -1.74789 2.19036
H -0.85577 -1.21687 0.53539
H -0.79175 0.47957 1.05380
H 1.08035 -0.81061 -0.97442
H 1.17677 0.85286 -0.43982
H 0.14636 0.74277 -2.82862
O 0.55147 2.67852 1.54974
H 1.07297 1.89760 1.85613
H 1.05271 3.45848 1.80508
O -1.53377 -2.72915 -1.28370
H -2.05239 -3.32828 -1.82230
H -1.49354 -1.89464 -1.78454
```

Its SMILES is O=CCCS.O.O. As for the LUMO energy: 0.0240 Eh. The energy above the lowest of the compared OMol25 structures with the same formula, charge and spin comes out at 3.0 kcal/mol.